2 unconnected molecules or ions with the total composition C4H8N2. Source: OMol25; level of theory: ωB97M-V/def2-TZVPD.

Last column: Mulliken charge in e.
CARTESIAN COORDINATES (ANGSTROEM)
C  -2.223606  -0.159381  -0.303714  -0.34
C  -3.331471  0.319229  0.398717  -0.60
C  -0.209315  -1.100518  -0.548014  -0.07
C  2.698030  0.561238  0.503022  -0.71
N  0.524048  -0.273887  0.009026  -0.26
N  1.858020  -0.439648  -0.092158  -0.19
H  -2.229772  0.099383  -1.292020  0.23
H  -3.910224  0.934779  -0.142375  0.30
H  -3.433570  0.090031  1.483992  0.22
H  -0.521824  -1.821958  -1.222602  0.37
H  3.667065  0.277014  1.110201  0.24
H  2.870312  1.437369  -0.214544  0.26
H  1.901546  1.085993  1.093906  0.31
H  2.340767  -1.009646  -0.783436  0.24

Atomic forces in eV per Å
-0.42 -0.63 2.40
5.95 -4.13 1.62
-5.22 3.65 2.51
-0.77 2.78 0.54
1.43 -1.48 -0.65
2.50 -0.46 0.14
0.03 0.81 -2.69
-2.45 2.07 -1.46
-0.31 0.46 -1.02
0.55 -1.41 -1.11
-2.23 0.19 -1.33
0.70 -1.33 0.51
1.28 -0.39 0.64
-1.03 -0.14 -0.08

The gap between HOMO and LUMO is 9.3 eV. Its net charge is 0. Its multiplicity is 1. The calculated total energy comes out at -266.45626 hartree. Its molecular weight is 84.12 g/mol.